Record 1
Below is a cluster of 2 separate species, C3H7NO2 in total, with properties calculated with wB97M-V/def2-TZVPD.

```
! wB97M-V def2-TZVPD RIJCOSX def2/J DEFGRID3
* xyz 0 1
O 0.90 -1.91 0.95
C -0.01 -1.85 0.16
O 0.16 -2.27 -1.11
C -1.38 -1.31 0.40
H 1.09 -2.53 -1.19
H -2.04 -1.66 -0.38
H -1.25 -0.23 0.24
H -1.76 -1.46 1.40
C 0.84 3.04 -0.04
N 0.55 1.95 -0.61
H 0.47 3.96 -0.49
H 1.40 3.13 0.89
H 1.03 1.15 -0.21
*
```

Calculated values
E_LUMO   0.80 eV
Kohn-Sham gap   0.4050 Ha
Structure (SMILES)   CC(=O)O.C=N
E_HOMO   -10.22 eV

=====

Record 2
Below is a cluster of 3 separate species, C5H10O2 in total in a non-equilibrium geometry, with properties calculated with wB97M-V/def2-TZVPD.

```
! wB97M-V def2-TZVPD RIJCOSX def2/J DEFGRID3
* xyz 0 1
O -2.93 0.82 1.23
C -3.24 0.07 0.27
O -2.48 -0.64 -0.47
C 1.62 0.31 -1.41
C 2.10 0.11 -0.13
C 1.43 0.29 1.13
C -0.05 0.55 1.13
H -4.34 -0.01 0.03
H 2.26 0.08 -2.29
H 0.65 0.69 -1.56
H 0.39 -2.34 -1.81
H 3.14 -0.17 -0.07
H 0.68 -1.86 -1.37
H 2.09 0.22 2.04
H -0.35 0.81 0.09
H -0.66 -0.36 1.43
H -0.32 1.42 1.76
*
```

Calculated values
E_LUMO   -3.72 eV
Kohn-Sham gap   0.1398 Ha
E_HOMO   -7.52 eV

=====

Record 3
Below is a structure of composition C3H2FNaO3 in a non-equilibrium geometry, with properties calculated with wB97M-V/def2-TZVPD.

```
! wB97M-V def2-TZVPD RIJCOSX def2/J DEFGRID3
* xyz 2 1
C 1.28 0.56 0.28
C 1.06 -0.73 -0.41
O -0.35 -0.78 -0.45
C -0.89 0.23 0.18
O 0.17 1.10 0.61
O -2.01 0.48 0.42
Na -4.65 0.20 -0.14
F 2.34 0.97 0.78
H 1.50 -1.59 0.12
H 1.54 -0.41 -1.39
*
```

Calculated values
E_LUMO   -9.91 eV
Kohn-Sham gap   0.4294 Ha
E_HOMO   -21.60 eV

=====

Record 4
Below is a cluster of 6 separate species, C8H29NO6 in total, with properties calculated with wB97M-V/def2-TZVPD.

```
! wB97M-V def2-TZVPD RIJCOSX def2/J DEFGRID3
* xyz 0 1
O -0.73 15.12 -10.68
H -0.61 16.04 -10.43
H 0.16 14.77 -10.78
O -0.63 17.63 -9.10
H -1.56 17.57 -8.86
H -0.16 17.77 -8.27
O -2.23 13.49 -8.39
H -1.36 13.23 -8.09
H -2.05 14.04 -9.17
C 4.99 15.71 -11.82
C 3.78 15.77 -10.90
O 4.07 15.38 -9.57
H 4.67 15.78 -12.86
H 5.54 14.77 -11.70
H 5.69 16.52 -11.62
H 2.98 15.13 -11.27
H 3.40 16.80 -10.92
H 4.66 16.03 -9.18
C 2.87 19.55 -11.66
C 1.81 19.37 -10.59
O 0.53 19.35 -11.22
H 2.89 18.71 -12.35
H 3.86 19.63 -11.18
H 2.68 20.47 -12.20
H 1.85 20.23 -9.92
H 1.97 18.43 -10.07
H -0.04 18.77 -10.70
C 0.06 10.83 -6.31
C 0.81 11.01 -7.60
C 1.57 12.34 -7.62
O 0.63 13.39 -7.55
C 1.23 14.65 -7.75
N 1.73 9.89 -7.84
H -0.32 9.81 -6.25
H -0.83 11.47 -6.31
H 0.66 11.06 -5.44
H 0.09 11.06 -8.42
H 2.16 12.43 -8.55
H 2.25 12.40 -6.76
H 2.16 14.73 -7.17
H 0.55 15.41 -7.37
H 1.45 14.82 -8.81
H 2.59 10.19 -8.27
H 2.00 9.48 -6.95
*
```

Calculated values
E_LUMO   0.11 eV
Kohn-Sham gap   0.3502 Ha
Structure (SMILES)   COC[C@H](C)N.CCO.CCO.O.O.O
E_HOMO   -9.42 eV

=====

Record 5
Below is a structure of composition C32H31AsF7N7O9S2V in a non-equilibrium geometry, with properties calculated with wB97M-V/def2-TZVPD.

```
! wB97M-V def2-TZVPD RIJCOSX def2/J DEFGRID3
* xyz -1 3
V -1.10 0.72 0.96
C 1.62 0.97 5.92
S -0.09 1.40 5.56
C -0.25 0.89 3.90
S -1.76 1.29 3.18
N 0.76 0.24 3.39
N 0.64 -0.10 2.06
C 1.55 -0.93 1.74
C 1.82 -1.59 0.46
C 2.76 -2.61 0.45
C 3.07 -3.25 -0.74
C 2.45 -2.85 -1.92
C 1.53 -1.82 -1.85
N 1.25 -1.23 -0.69
H 1.82 1.32 6.93
H 2.29 1.46 5.22
H 1.77 -0.11 5.87
H 2.23 -1.23 2.54
H 3.24 -2.90 1.37
H 3.80 -4.04 -0.75
H 2.68 -3.31 -2.87
H 1.02 -1.42 -2.71
F -0.14 4.80 -2.34
C -1.28 4.12 -2.57
C -1.82 3.35 -1.59
C -3.03 2.69 -1.82
C -3.53 1.80 -0.76
O -2.73 1.57 0.16
C -4.83 1.26 -0.97
C -5.41 1.47 -2.18
N -4.88 2.18 -3.22
C -5.60 2.27 -4.46
C -6.22 1.03 -5.01
C -5.02 1.62 -5.68
C -3.68 2.85 -3.05
C -3.10 3.64 -4.06
C -1.88 4.25 -3.82
N -1.23 5.02 -4.84
C -1.45 6.45 -4.72
C -1.04 7.12 -6.02
N 0.40 6.77 -6.30
C 0.62 5.27 -6.36
C 0.18 4.71 -5.03
C -5.68 0.44 0.06
O -6.68 -0.11 -0.46
O -5.27 0.48 1.22
H -1.31 3.26 -0.63
H -6.37 1.01 -2.35
H -6.14 3.21 -4.60
H -7.19 1.13 -5.49
H -6.09 0.12 -4.45
H -5.14 2.12 -6.63
H -4.08 1.10 -5.54
H -3.56 3.73 -5.03
H -0.87 6.89 -3.89
H -2.50 6.65 -4.53
H -1.11 8.20 -5.97
H -1.62 6.73 -6.86
H 0.98 7.14 -5.54
H 0.72 7.21 -7.16
H 1.68 5.11 -6.55
H 0.02 4.90 -7.19
H 0.82 5.10 -4.24
H 0.31 3.63 -5.03
O -0.51 0.54 -1.01
C -1.34 -0.06 -1.88
C -1.43 0.45 -3.19
C -2.26 -0.14 -4.12
C -3.01 -1.26 -3.78
C -2.90 -1.79 -2.51
C -2.08 -1.20 -1.55
C -1.96 -1.87 -0.20
O -2.18 -3.06 -0.11
O -1.56 -1.14 0.80
H 0.53 -0.40 -0.76
H -0.81 1.31 -3.43
H -2.31 0.27 -5.12
H -3.67 -1.73 -4.51
H -3.45 -2.67 -2.22
F 2.69 1.03 -0.98
As 3.40 1.57 -2.48
F 2.27 0.56 -3.36
F 2.26 2.88 -2.58
F 4.10 2.07 -4.00
F 4.52 2.57 -1.62
F 4.51 0.23 -2.41
O 1.22 2.90 2.30
N 0.44 3.34 1.47
O 0.20 4.52 1.30
O -0.18 2.50 0.69
*
```

Calculated values
E_LUMO (alpha / beta)   0.01 / 0.01 eV
Kohn-Sham gap (alpha / beta)   0.1817 / 0.1820 Ha
E_HOMO (alpha / beta)   -4.93 / -4.94 eV

=====

Result set for relative energy (zero: lowest compared OMol25 entry of this formula, charge and spin): 32.4; 152.1; 0.0; 0.0; 46.1 kcal per mole, one per record in the order listed.